No. 1
# H2LiO

A molecular structure, H2LiO at a distorted geometry (ωB97M-V/def2-TZVPD, the Open Molecules 2025 dataset).

* E_LUMO: -5.8 eV
* F_max: 1.05 eV Å⁻¹
* HOMO-LUMO gap: 8.737 eV
* DFT total energy: -2278.0789 eV

ORCA input file:
```
! wB97M-V def2-TZVPD RIJCOSX def2/J DEFGRID3
* xyz 1 1
O 0.377 0.849 -1.951
H 0.640 0.684 -2.884
H 0.289 1.827 -1.886
Li -0.433 -1.003 2.249
*
```



No. 2
# H2N2O3

2 unconnected molecules or ions with the total composition H2N2O3 at a distorted geometry (ωB97M-V/def2-TZVPD, the Open Molecules 2025 dataset).

* E_LUMO (spin up / spin down): -3.5 / -3.5 eV
* F_max: 6.62 eV Å⁻¹
* HOMO-LUMO gap (spin up / spin down): 7.933 / 7.913 eV
* DFT total energy: -9145.8170 eV

ORCA input file:
```
! wB97M-V def2-TZVPD RIJCOSX def2/J DEFGRID3
* xyz 0 1
N 0.591 0.178 0.706
N 1.593 -0.636 0.867
O 2.291 -0.096 1.704
O 1.714 -1.596 0.147
O -0.869 0.103 -0.962
H 0.541 1.131 0.879
H -0.886 -0.770 -1.186
*
```



No. 3
# H2N2O3

2 unconnected molecules or ions with the total composition H2N2O3 at a distorted geometry (ωB97M-V/def2-TZVPD, the Open Molecules 2025 dataset).

* E_LUMO: -1.2 eV
* F_max: 5.88 eV Å⁻¹
* HOMO-LUMO gap: 8.730 eV
* DFT total energy: -9148.2944 eV
* SMILES string: O=NN=O.O

ORCA input file:
```
! wB97M-V def2-TZVPD RIJCOSX def2/J DEFGRID3
* xyz 0 1
N 1.663 0.044 -0.050
N 0.580 0.461 0.106
O 2.457 -0.794 0.245
O 0.095 1.550 0.046
O -1.288 -0.545 0.147
H -2.309 -0.925 -0.027
H -1.199 0.209 -0.465
*
```



No. 4
# H2N2O3S

A single H2N2O3S molecule at a distorted geometry (ωB97M-V/def2-TZVPD, the Open Molecules 2025 dataset).

* E_LUMO (spin up / spin down): -2.7 / -2.7 eV
* F_max: 5.12 eV Å⁻¹
* HOMO-LUMO gap (spin up / spin down): 7.820 / 7.825 eV
* DFT total energy: -19985.1866 eV

ORCA input file:
```
! wB97M-V def2-TZVPD RIJCOSX def2/J DEFGRID3
* xyz 0 1
N 1.234 -0.464 0.582
N -0.258 -0.175 -1.635
O 1.380 -2.148 -1.396
O -0.763 -2.013 0.009
O 0.228 0.335 -2.582
S 0.547 -1.487 -0.441
H 0.715 0.127 1.180
H -1.009 0.298 -1.109
*
```



No. 5
# H2N2O3S

A single H2N2O3S molecule at a distorted geometry (ωB97M-V/def2-TZVPD, the Open Molecules 2025 dataset).

* E_LUMO: -0.2 eV
* F_max: 2.78 eV Å⁻¹
* HOMO-LUMO gap: 10.036 eV
* DFT total energy: -19984.1353 eV

ORCA input file:
```
! wB97M-V def2-TZVPD RIJCOSX def2/J DEFGRID3
* xyz 0 1
N -0.211 -0.824 0.533
N -1.187 0.156 0.026
O -2.110 -0.284 -0.560
O -0.926 1.259 0.338
O 0.910 -0.179 0.968
S 2.109 0.328 -0.207
H 0.069 -1.642 -0.145
H 1.347 1.186 -0.953
*
```



No. 6
# H2N2O3S

A single H2N2O3S molecule at a distorted geometry (ωB97M-V/def2-TZVPD, the Open Molecules 2025 dataset).

* E_LUMO: -0.5 eV
* F_max: 5.62 eV Å⁻¹
* HOMO-LUMO gap: 9.784 eV
* DFT total energy: -19986.0631 eV

ORCA input file:
```
! wB97M-V def2-TZVPD RIJCOSX def2/J DEFGRID3
* xyz 0 1
N 0.209 -0.062 -0.241
N -1.690 0.771 -1.758
O -1.976 2.052 -1.930
O -2.496 -0.112 -1.590
O 0.848 1.586 -2.108
S 0.238 0.296 -1.860
H -0.158 0.564 0.505
H 0.111 -1.008 -0.028
*
```



No. 7
# H2N2O3Si

2 unconnected molecules or ions with the total composition H2N2O3Si at a distorted geometry (ωB97M-V/def2-TZVPD, the Open Molecules 2025 dataset).

* E_LUMO: -0.8 eV
* F_max: 3.17 eV Å⁻¹
* HOMO-LUMO gap: 9.096 eV
* DFT total energy: -17024.5328 eV
* SMILES string: [O-][N+]1=NO1.O=[SiH2]

ORCA input file:
```
! wB97M-V def2-TZVPD RIJCOSX def2/J DEFGRID3
* xyz 0 1
N -0.408 0.549 -1.759
N 0.647 0.059 -1.520
O -1.180 -0.341 0.247
O 0.764 1.421 -1.942
O 1.456 -0.679 -1.108
Si -0.668 -0.392 1.667
H -0.559 0.951 2.181
H -0.052 -1.568 2.234
*
```



No. 8
# H2N2O4P

A gas-phase ion, H2N2O4P (charge -1) at a distorted geometry (ωB97M-V/def2-TZVPD, the Open Molecules 2025 dataset).

* E_LUMO: 4.2 eV
* F_max: 4.47 eV Å⁻¹
* HOMO-LUMO gap: 9.665 eV
* DFT total energy: -20492.9441 eV
* SMILES string: N[P@](=O)([O-])[N+](=O)[O-]

ORCA input file:
```
! wB97M-V def2-TZVPD RIJCOSX def2/J DEFGRID3
* xyz -1 1
N -0.082 0.160 0.039
N 1.230 2.437 -0.236
O -0.755 1.596 -1.876
O 1.069 2.414 0.987
O 1.538 3.441 -0.825
O 1.776 0.654 -1.832
P 0.534 1.139 -1.196
H -1.017 0.144 0.464
H 0.558 -0.476 0.613
*
```



No. 9
# H2N2O4S

A molecular structure, H2N2O4S at a distorted geometry (ωB97M-V/def2-TZVPD, the Open Molecules 2025 dataset).

* E_LUMO: -0.4 eV
* F_max: 3.99 eV Å⁻¹
* HOMO-LUMO gap: 9.748 eV
* DFT total energy: -22030.3117 eV

ORCA input file:
```
! wB97M-V def2-TZVPD RIJCOSX def2/J DEFGRID3
* xyz 0 1
N -1.956 -0.188 0.297
N -0.903 -1.114 0.549
O -1.598 0.635 -0.526
O 1.019 1.879 -0.391
O 1.227 -1.641 -0.250
O 1.026 0.629 0.377
S 0.212 -0.497 -0.515
H 0.104 2.326 -0.075
H 0.869 -2.029 0.534
*
```



No. 10
# H2N2S

A single H2N2S molecule at a distorted geometry (ωB97M-V/def2-TZVPD, the Open Molecules 2025 dataset).

* E_LUMO: 0.3 eV
* F_max: 2.60 eV Å⁻¹
* HOMO-LUMO gap: 9.062 eV
* DFT total energy: -13844.6696 eV
* SMILES string: [nH]1[nH]s1

ORCA input file:
```
! wB97M-V def2-TZVPD RIJCOSX def2/J DEFGRID3
* xyz 0 1
N -0.763 -0.279 -0.192
N 0.603 0.138 -0.252
S -0.197 0.480 1.238
H -0.684 -1.281 -0.031
H 1.042 0.942 -0.763
*
```



No. 11
# H2N3O2S

A gas-phase ion, H2N3O2S (charge -1) at a distorted geometry (ωB97M-V/def2-TZVPD, the Open Molecules 2025 dataset).

* E_LUMO (spin up / spin down): 4.1 / 4.1 eV
* F_max: 2.70 eV Å⁻¹
* HOMO-LUMO gap (spin up / spin down): 6.802 / 6.802 eV
* DFT total energy: -19428.8463 eV
* SMILES string: [H]/N=[N+](\[O-])N(O)[S-]

ORCA input file:
```
! wB97M-V def2-TZVPD RIJCOSX def2/J DEFGRID3
* xyz -1 1
N -1.100 -0.369 -1.109
N -0.462 -0.094 0.000
N -0.933 -0.299 1.219
O 0.800 0.177 -0.016
O -0.118 0.235 2.273
S -2.468 -0.779 1.505
H -0.358 -0.378 -1.808
H 0.841 0.402 1.925
*
```



No. 12
# H2N3O3P

2 unconnected molecules or ions with the total composition H2N3O3P at a distorted geometry (ωB97M-V/def2-TZVPD, the Open Molecules 2025 dataset).

* E_LUMO (spin up / spin down): 7.8 / 7.3 eV
* ⟨S²⟩: 2.0111
* F_max: 3.07 eV Å⁻¹
* HOMO-LUMO gap (spin up / spin down): 4.797 / 7.382 eV
* DFT total energy: -19931.0711 eV

ORCA input file:
```
! wB97M-V def2-TZVPD RIJCOSX def2/J DEFGRID3
* xyz -2 3
N 1.519 0.791 -0.820
N 1.780 0.085 0.097
N 0.467 1.232 -1.416
O -1.094 -0.071 2.353
O -1.473 -0.655 -0.160
O -0.490 -2.381 1.519
P -0.470 -0.896 1.244
H -1.000 0.055 -0.614
H 0.760 1.839 -2.204
*
```



No. 13
# H2N3O3S

2 unconnected molecules or ions with the total composition H2N3O3S at a distorted geometry (ωB97M-V/def2-TZVPD, the Open Molecules 2025 dataset).

* E_LUMO: 4.1 eV
* F_max: 2.71 eV Å⁻¹
* HOMO-LUMO gap: 8.841 eV
* DFT total energy: -21483.1108 eV

ORCA input file:
```
! wB97M-V def2-TZVPD RIJCOSX def2/J DEFGRID3
* xyz -1 1
N 3.629 2.199 0.502
N 2.976 1.403 0.131
N 0.115 -0.494 -0.163
O -2.001 -0.900 -1.535
O -2.148 -1.250 0.835
O -1.792 1.063 0.145
S -1.627 -0.389 -0.217
H 0.323 -0.303 0.780
H 0.525 -1.329 -0.477
*
```



No. 14
# H2N3P3

A single H2N3P3 molecule at a distorted geometry (ωB97M-V/def2-TZVPD, the Open Molecules 2025 dataset).

* E_LUMO: -1.7 eV
* F_max: 3.34 eV Å⁻¹
* HOMO-LUMO gap: 6.683 eV
* DFT total energy: -32366.7587 eV
* SMILES string: [H]/N=P/N=P#P=N

ORCA input file:
```
! wB97M-V def2-TZVPD RIJCOSX def2/J DEFGRID3
* xyz 0 1
N -2.080 -0.851 0.278
N 2.626 0.135 -0.481
N -0.895 1.232 0.761
P -1.907 0.598 -0.315
P 1.260 -0.445 0.038
P 0.581 1.276 1.340
H -2.465 -1.567 -0.267
H 2.879 -0.378 -1.353
*
```



No. 15
# H2N4

A molecular structure, H2N4 at a distorted geometry (ωB97M-V/def2-TZVPD, the Open Molecules 2025 dataset).

* E_LUMO: 1.2 eV
* F_max: 1.89 eV Å⁻¹
* HOMO-LUMO gap: 11.838 eV
* DFT total energy: -5988.8441 eV

ORCA input file:
```
! wB97M-V def2-TZVPD RIJCOSX def2/J DEFGRID3
* xyz 0 1
N 1.130 -0.672 0.001
N 1.098 0.604 0.013
N -0.259 -0.738 0.087
N -0.258 0.674 -0.089
H -0.899 -1.195 -0.537
H -0.812 1.329 0.525
*
```



No. 16
# H2NO2P

A single H2NO2P molecule at a distorted geometry (ωB97M-V/def2-TZVPD, the Open Molecules 2025 dataset).

* E_LUMO: -0.3 eV
* F_max: 3.43 eV Å⁻¹
* HOMO-LUMO gap: 9.816 eV
* DFT total energy: -14904.9774 eV
* SMILES string: NOP=O

ORCA input file:
```
! wB97M-V def2-TZVPD RIJCOSX def2/J DEFGRID3
* xyz 0 1
N 1.252 -0.103 -0.119
O -2.555 -0.161 0.389
O -0.161 0.091 0.224
P -1.527 -0.657 -0.499
H 1.608 0.264 0.828
H 1.382 0.566 -0.824
*
```